# 1
11 unconnected molecules or ions with the total composition C40H76O33 at a distorted geometry, computed with the ωB97M-V functional and the def2-TZVPD basis.

Positions of all 149 atoms, in Å:
C -7.156 -2.077 -5.025
C -5.658 -2.201 -5.197
C -5.089 -3.479 -5.865
O -4.121 -3.000 -6.700
C -4.359 -1.671 -6.938
O -3.890 -1.027 -7.910
O -5.335 -1.284 -6.217
H -7.705 -1.974 -5.961
H -7.311 -1.211 -4.381
H -7.381 -3.026 -4.539
H -5.111 -1.933 -4.293
H -5.923 -4.026 -6.306
H -4.778 -4.189 -5.099
C 5.542 -1.137 0.592
C 6.362 0.096 0.341
C 6.170 0.719 -1.031
O 5.903 2.043 -0.709
C 5.681 2.241 0.624
O 5.335 3.245 1.225
O 5.841 1.100 1.207
H 4.571 -1.037 0.108
H 5.190 -1.451 1.575
H 6.046 -2.048 0.269
H 7.435 -0.089 0.384
H 5.326 0.323 -1.597
H 7.088 0.709 -1.617
C -11.372 -3.660 -0.116
C -10.948 -2.501 0.797
O -9.559 -2.359 0.866
C -8.734 -3.245 1.416
O -9.097 -4.321 1.904
O -7.539 -2.894 1.130
C -6.363 -3.663 1.466
H -12.454 -3.721 -0.238
H -11.136 -4.672 0.212
H -10.930 -3.533 -1.104
H -11.299 -2.890 1.753
H -11.438 -1.641 0.340
H -5.411 -3.219 1.174
H -6.425 -4.632 0.972
H -6.436 -3.717 2.552
C 0.027 2.313 1.455
C -0.017 1.730 0.030
O -0.179 0.297 0.215
C 0.078 -0.701 -0.734
O 0.643 -0.503 -1.785
O -0.263 -1.895 -0.290
C -0.035 -3.136 -1.045
H -1.001 2.294 1.816
H 0.304 3.367 1.503
H 0.693 1.656 2.014
H 0.862 1.977 -0.566
H -0.769 2.227 -0.583
H 0.828 -3.678 -0.658
H -0.159 -2.872 -2.095
H -0.903 -3.743 -0.786
C 1.619 6.396 8.147
C 2.429 5.742 6.993
O 3.678 6.374 6.730
C 4.794 5.680 7.125
O 4.851 4.480 7.508
O 5.922 6.456 7.067
C 6.110 7.566 6.276
H 2.256 6.309 9.027
H 0.688 5.871 8.361
H 1.231 7.414 8.102
H 1.864 5.971 6.090
H 2.569 4.675 7.169
H 6.984 8.160 6.545
H 5.246 8.221 6.171
H 6.261 7.293 5.232
C -0.478 9.024 -6.208
C -1.526 8.071 -6.416
O -0.935 6.913 -7.060
C -0.296 5.960 -6.306
O -0.265 5.904 -5.021
O 0.120 5.024 -7.133
C 0.678 3.841 -6.609
H 0.116 9.206 -7.104
H 0.264 8.823 -5.436
H -0.942 9.964 -5.912
H -2.195 8.503 -7.160
H -2.060 7.802 -5.504
H 0.145 3.513 -5.717
H 1.705 4.064 -6.320
H 0.823 3.004 -7.292
C -7.210 2.702 3.424
C -6.939 4.214 3.850
O -8.122 4.825 4.326
C -8.984 5.320 3.478
O -8.813 5.517 2.291
O -10.136 5.664 4.042
C -10.458 5.374 5.381
H -7.959 2.615 2.636
H -7.375 2.107 4.322
H -6.468 2.206 2.799
H -6.653 4.780 2.963
H -6.134 4.233 4.584
H -9.927 5.851 6.205
H -10.570 4.301 5.531
H -11.475 5.757 5.465
C 5.873 -0.268 -7.414
O 6.556 0.900 -6.981
C 7.437 1.453 -7.811
O 7.451 1.377 -9.034
O 8.250 2.207 -7.126
C 9.284 2.994 -7.754
H 5.027 -0.415 -6.742
H 6.460 -1.185 -7.464
H 5.523 -0.168 -8.442
H 8.959 3.995 -8.035
H 9.723 2.519 -8.631
H 10.108 3.009 -7.040
C 4.141 -9.160 3.575
O 2.996 -9.223 4.471
C 1.925 -8.589 4.078
O 1.775 -8.040 3.003
O 1.076 -8.761 5.044
C -0.306 -8.542 4.776
H 4.796 -9.970 3.899
H 4.583 -8.163 3.558
H 3.930 -9.509 2.564
H -0.971 -8.853 5.582
H -0.606 -9.085 3.880
H -0.743 -7.547 4.699
C -0.050 -3.065 9.811
O 1.171 -2.364 9.795
C 1.473 -1.383 8.840
O 2.541 -0.667 8.918
O 0.644 -1.378 7.831
C 0.996 -0.867 6.564
H -0.074 -3.772 10.641
H -0.174 -3.523 8.829
H -0.938 -2.445 9.933
H 1.580 -1.649 6.080
H 1.572 0.049 6.701
H 0.142 -0.564 5.957
C 5.540 -7.404 -5.180
O 6.394 -6.286 -5.038
C 7.550 -6.264 -5.661
O 8.212 -7.192 -6.096
O 7.980 -5.039 -5.424
C 9.278 -4.600 -6.104
H 4.788 -7.219 -5.947
H 4.941 -7.568 -4.284
H 6.119 -8.295 -5.421
H 9.156 -4.119 -7.074
H 10.044 -5.374 -6.139
H 9.794 -3.959 -5.389

E in Eh: -4052.4674
Charge: 0
Gap between HOMO and LUMO in eV: 10.245


# 2
6 unconnected molecules or ions with the total composition C40H77BN2O18, computed with the ωB97M-V functional and the def2-TZVPD basis.

Positions of all 138 atoms, in Å:
C 7.360 3.828 5.471
C 6.148 3.911 4.521
C 6.200 2.764 3.509
C 5.276 2.881 2.320
C 5.811 2.984 1.002
C 7.313 3.029 0.800
C 7.776 4.440 1.084
O 8.305 4.785 2.090
O 7.580 5.332 0.058
C 4.974 3.059 -0.143
C 5.506 3.107 -1.563
C 5.834 1.759 -2.210
O 6.830 1.071 -1.456
C 4.676 0.815 -2.482
N 4.101 0.195 -1.291
C 3.600 3.052 0.071
C 3.081 2.945 1.348
C 3.870 2.852 2.490
B 3.110 2.666 3.876
C 2.542 1.234 4.253
O 2.912 3.722 4.704
C 1.605 2.940 1.250
O 0.782 2.719 2.094
N 1.303 3.222 -0.088
C 0.079 2.703 -0.631
O 0.200 1.280 -0.755
C -0.887 0.609 -0.239
C -0.624 -0.157 1.009
O -1.943 0.650 -0.786
C 2.466 3.137 -0.886
O 2.444 3.123 -2.080
H 7.046 4.004 6.495
H 8.145 4.523 5.200
H 7.745 2.812 5.461
H 5.268 3.837 5.141
H 6.099 4.878 4.030
H 5.977 1.833 4.034
H 7.225 2.705 3.187
H 7.600 2.800 -0.213
H 7.853 2.370 1.460
H 6.639 5.538 -0.014
H 6.382 3.744 -1.601
H 4.755 3.574 -2.191
H 6.262 1.993 -3.187
H 6.650 0.125 -1.472
H 5.109 0.021 -3.100
H 3.920 1.280 -3.104
H 3.106 0.327 -1.208
H 4.584 0.441 -0.442
H 2.664 0.545 3.423
H 1.470 1.349 4.399
H 2.976 0.829 5.164
H 2.592 3.427 5.562
H -0.095 3.146 -1.603
H -0.739 2.974 0.026
H -1.439 -0.854 1.151
H -0.509 0.522 1.847
H 0.306 -0.708 0.885
C 5.959 -2.889 -0.486
O 6.661 -2.664 -1.699
C 7.802 -3.493 -1.857
C 7.528 -4.645 -2.797
O 6.580 -5.550 -2.255
C 5.280 -5.394 -2.796
H 5.016 -2.350 -0.555
H 5.756 -3.949 -0.315
H 6.532 -2.491 0.359
H 8.144 -3.868 -0.888
H 8.600 -2.874 -2.282
H 8.458 -5.201 -2.953
H 7.192 -4.268 -3.767
H 5.244 -5.763 -3.826
H 4.956 -4.351 -2.773
H 4.600 -5.989 -2.188
C -4.896 -0.401 -0.853
O -5.865 -1.139 -0.121
C -7.152 -1.131 -0.713
C -7.442 -2.423 -1.443
O -6.606 -2.585 -2.578
C -5.528 -3.475 -2.360
H -3.922 -0.622 -0.435
H -4.898 -0.675 -1.910
H -5.081 0.674 -0.756
H -7.261 -0.277 -1.389
H -7.882 -1.016 0.097
H -8.477 -2.402 -1.802
H -7.339 -3.272 -0.761
H -5.886 -4.510 -2.308
H -4.985 -3.233 -1.443
H -4.850 -3.383 -3.206
C 10.786 3.120 -0.380
O 10.391 1.774 -0.182
C 10.807 0.908 -1.225
C 12.018 0.094 -0.828
O 13.166 0.909 -0.652
C 13.465 1.176 0.706
H 10.592 3.661 0.546
H 11.847 3.208 -0.623
H 10.191 3.574 -1.182
H 11.014 1.474 -2.138
H 9.975 0.227 -1.432
H 12.242 -0.617 -1.629
H 11.806 -0.475 0.082
H 13.860 0.280 1.198
H 12.587 1.531 1.250
H 14.229 1.950 0.727
C -12.757 -3.230 3.675
O -11.746 -2.246 3.792
C -10.446 -2.737 3.509
C -9.989 -2.346 2.122
O -10.761 -2.981 1.116
C -11.735 -2.133 0.531
H -13.718 -2.721 3.720
H -12.687 -3.769 2.727
H -12.699 -3.945 4.503
H -10.408 -3.824 3.625
H -9.764 -2.293 4.242
H -8.953 -2.674 1.987
H -10.020 -1.259 2.002
H -11.253 -1.392 -0.117
H -12.333 -1.621 1.288
H -12.395 -2.749 -0.077
C -13.665 -1.021 -2.922
O -14.518 -1.474 -1.884
C -15.687 -0.681 -1.745
C -16.894 -1.348 -2.366
O -16.774 -1.444 -3.776
C -16.401 -2.734 -4.224
H -12.904 -1.782 -3.086
H -14.213 -0.862 -3.853
H -13.170 -0.089 -2.627
H -15.536 0.311 -2.181
H -15.869 -0.555 -0.673
H -17.779 -0.741 -2.154
H -17.047 -2.336 -1.923
H -17.233 -3.437 -4.112
H -15.531 -3.113 -3.682
H -16.152 -2.655 -5.280

E in Eh: -3058.9091
Charge: 0
Gap between HOMO and LUMO in eV: 8.422
Energy above the lowest of the compared OMol25 structures with the same formula, charge and spin in kcal/mol: 0.0


# 3
5 unconnected molecules or ions with the total composition C40H78O19S2 at a distorted geometry, computed with the ωB97M-V functional and the def2-TZVPD basis.

Positions of all 139 atoms, in Å:
C -1.825 5.410 -0.182
O -2.623 4.744 0.781
C -3.890 5.329 0.883
C -4.842 4.678 -0.075
C -5.390 3.315 0.406
C -4.883 2.130 -0.397
C -5.083 2.285 -1.886
C -4.055 1.462 -2.687
C -3.016 2.273 -3.424
C -1.759 2.455 -2.528
C -0.549 1.883 -3.233
C 0.805 1.992 -2.527
C 0.830 1.455 -1.095
C 1.957 0.428 -0.861
C 1.359 -0.847 -0.325
O 2.349 -1.909 -0.309
S 1.795 -3.341 0.006
O 2.502 -3.902 1.097
O 1.911 -4.122 -1.170
C 0.052 -3.193 0.493
S -0.985 -3.217 -1.024
C -0.278 -4.420 1.342
C -1.770 -4.513 1.600
C -2.148 -5.248 2.882
C -1.292 -4.939 4.082
O -0.897 -3.565 4.120
C -1.443 -2.864 5.153
O -2.578 -2.455 5.143
C -0.223 -1.904 1.291
C 0.767 -0.782 1.064
C 1.876 -0.825 2.132
C 1.405 -0.435 3.503
O 1.031 0.924 3.563
H -0.807 5.303 0.117
H -1.943 4.943 -1.148
H -2.045 6.466 -0.224
H -4.233 5.210 1.896
H -3.859 6.396 0.691
H -4.291 4.566 -0.996
H -5.693 5.315 -0.241
H -6.466 3.351 0.392
H -5.065 3.160 1.420
H -5.415 1.262 -0.042
H -3.836 1.986 -0.188
H -6.050 1.912 -2.166
H -5.042 3.324 -2.165
H -3.545 0.762 -2.043
H -4.603 0.863 -3.395
H -2.699 1.711 -4.284
H -3.387 3.235 -3.728
H -1.979 1.907 -1.631
H -1.599 3.483 -2.238
H -0.513 2.386 -4.186
H -0.749 0.846 -3.463
H 1.531 1.486 -3.143
H 1.076 3.035 -2.556
H -0.100 0.951 -0.911
H 0.869 2.248 -0.379
H 2.343 0.178 -1.832
H 2.753 0.780 -0.232
H 0.597 -1.106 -1.042
H -0.060 -3.348 -1.977
H 0.299 -4.306 2.242
H 0.073 -5.278 0.797
H -2.265 -3.560 1.569
H -2.192 -5.074 0.788
H -3.152 -4.943 3.126
H -2.205 -6.306 2.700
H -0.430 -5.581 4.115
H -1.858 -5.174 4.969
H -0.767 -2.674 5.983
H -1.192 -1.564 0.974
H -0.306 -2.152 2.329
H 0.248 0.143 1.231
H 2.645 -0.124 1.848
H 2.294 -1.812 2.193
H 0.588 -1.064 3.819
H 2.216 -0.603 4.191
H 0.090 0.977 3.739
C 7.786 2.691 3.834
C 7.022 2.129 5.013
O 5.882 2.936 5.345
C 4.824 2.779 4.553
O 4.741 2.019 3.624
O 3.869 3.603 4.971
C 2.690 3.583 4.156
H 8.055 3.732 4.017
H 8.696 2.116 3.663
H 7.185 2.660 2.927
H 7.648 2.136 5.903
H 6.710 1.101 4.834
H 2.317 2.569 4.030
H 2.902 4.030 3.185
H 1.946 4.186 4.670
C 5.302 -4.220 -0.854
C 6.378 -3.377 -0.212
O 7.488 -3.145 -1.100
C 7.292 -2.219 -2.028
O 6.306 -1.547 -2.176
O 8.395 -2.148 -2.778
C 8.303 -1.234 -3.870
H 5.723 -5.152 -1.235
H 4.523 -4.457 -0.135
H 4.838 -3.704 -1.694
H 6.800 -3.897 0.645
H 5.983 -2.426 0.143
H 7.998 -0.247 -3.529
H 7.601 -1.604 -4.615
H 9.295 -1.175 -4.308
C 3.442 -6.692 -2.906
C 2.811 -8.061 -3.015
O 3.163 -8.726 -4.241
C 4.376 -9.264 -4.270
O 5.177 -9.272 -3.374
O 4.556 -9.811 -5.474
C 5.853 -10.372 -5.675
H 3.201 -6.090 -3.783
H 3.079 -6.178 -2.017
H 4.527 -6.760 -2.847
H 1.727 -7.971 -3.038
H 3.070 -8.691 -2.165
H 6.101 -11.077 -4.885
H 6.603 -9.584 -5.720
H 5.819 -10.893 -6.627
C -11.620 6.873 -1.275
C -10.505 7.764 -1.777
O -9.987 8.609 -0.738
C -9.162 8.019 0.119
O -8.804 6.871 0.089
O -8.799 8.921 1.029
C -7.963 8.406 2.067
H -12.400 7.471 -0.803
H -12.057 6.313 -2.101
H -11.252 6.164 -0.536
H -10.880 8.443 -2.539
H -9.697 7.183 -2.220
H -7.095 7.898 1.655
H -8.527 7.726 2.703
H -7.638 9.261 2.652

E in Eh: -3796.8171
Charge: 0
Gap between HOMO and LUMO in eV: 9.764
Energy above the lowest of the compared OMol25 structures with the same formula, charge and spin in kcal/mol: 0.0